# 1
# C39H67INO3S

A 3-piece molecular cluster, C39H67INO3S overall in a non-equilibrium geometry (ωB97M-V with the def2-TZVPD basis set, the OMol25 dataset).

Structure (XYZ):
```
112
C39H67INO3S, DFT ωB97M-V with the def2-TZVPD basis set
C 11.56660 2.54290 3.96929
O 10.30608 2.01392 3.40885
C 10.54934 0.95457 2.41252
C 9.58263 1.31331 1.10802
C 8.77863 -0.02034 0.52694
C 7.24007 0.44251 0.14110
C 6.18300 -0.80789 0.05399
C 5.27460 -0.67293 -1.33108
C 4.35242 -2.01219 -1.54249
C 3.10698 -2.05135 -0.46637
C 1.71694 -2.39629 -1.26502
C 0.34042 -2.04194 -0.38296
C 0.58418 -2.37618 1.23847
C -0.86330 -2.69792 2.02015
S -2.09453 -1.54666 1.22468
C -1.25876 -4.22967 1.48242
O -2.10474 -4.98568 2.40213
C -1.59261 -5.03959 3.77194
C -0.39771 -3.98297 4.13806
C 1.13141 -4.52055 3.92091
C 1.29113 -6.01336 3.27815
C 2.87432 -6.27708 2.80708
I 3.01193 -7.21370 0.82946
N -0.66748 -2.59801 3.50437
C -1.68375 -1.78067 4.27609
C -1.33432 -0.14114 4.28594
C -2.78936 0.66335 4.38086
C -3.01675 1.62992 3.03783
C -4.52276 1.43833 2.41421
C -5.31588 2.89242 2.18429
C -6.34041 2.61543 0.89263
O -5.52198 2.68778 -0.34224
C -6.37612 3.40350 -1.33993
H 11.98596 1.91483 4.86503
H 12.42757 2.64101 3.16062
H 11.32217 3.63482 4.37415
H 10.25035 -0.06789 2.90892
H 11.67462 0.92129 2.03508
H 8.79396 2.15725 1.37636
H 10.27356 1.74288 0.25492
H 9.32454 -0.34027 -0.46445
H 8.77027 -0.91233 1.30453
H 6.85361 1.19666 0.97786
H 7.28954 1.01174 -0.90001
H 5.41241 -0.75259 0.95712
H 6.67618 -1.87322 0.02498
H 6.03295 -0.57713 -2.22427
H 4.57751 0.27587 -1.33722
H 5.06887 -2.95562 -1.47582
H 3.86580 -2.00832 -2.61671
H 3.01753 -1.10399 0.21446
H 3.31830 -2.98566 0.24562
H 1.69593 -3.56253 -1.51448
H 1.62799 -1.83452 -2.28826
H 0.08986 -0.88993 -0.55527
H -0.49573 -2.75026 -0.85691
H 1.29572 -3.33462 1.22658
H 1.11515 -1.43874 1.69672
H -2.44954 -1.98037 -0.07744
H -0.29562 -4.81758 1.09676
H -1.90607 -4.06071 0.49291
H -2.51172 -4.73653 4.47358
H -1.36077 -6.16857 4.08405
H -0.49421 -3.81553 5.31841
H 1.82537 -3.78213 3.28924
H 1.67687 -4.57204 4.98348
H 0.51339 -6.30630 2.45837
H 1.12437 -6.78379 4.17508
H 3.39423 -6.96453 3.63292
H 3.45320 -5.24261 2.86305
H 0.25814 -2.08707 3.64269
H -2.81406 -1.98509 3.94887
H -1.70343 -2.03091 5.44589
H -0.74524 0.17372 3.32551
H -0.68685 0.09882 5.25354
H -3.71594 -0.05047 4.40993
H -2.85092 1.32585 5.37095
H -2.24565 1.37028 2.17075
H -2.92302 2.76428 3.37777
H -4.40592 0.91189 1.36103
H -5.24934 0.79713 3.07928
H -4.56692 3.78411 1.98032
H -5.98655 3.12400 3.12325
H -6.80742 1.54341 1.06771
H -7.19342 3.41821 0.89061
H -7.41239 2.83862 -1.37661
H -5.79423 3.37489 -2.37040
H -6.50634 4.50007 -0.94544
C -8.34032 2.63966 -6.97364
C -9.31656 2.61446 -5.97810
C -9.18683 3.42726 -4.85234
C -8.08464 4.27339 -4.72678
C -7.11032 4.30130 -5.72418
C -7.23538 3.48163 -6.84553
H -8.44005 2.00355 -7.84924
H -10.17884 1.96016 -6.07929
H -9.94426 3.40245 -4.07362
H -7.98585 4.91048 -3.85187
H -6.25228 4.96195 -5.62694
H -6.47335 3.49960 -7.61972
C -2.40678 3.06521 -7.68810
C -3.38301 3.04000 -6.69255
C -3.25328 3.85280 -5.56679
C -2.15109 4.69893 -5.44123
C -1.17677 4.72685 -6.43863
C -1.30184 3.90718 -7.55999
H -2.50650 2.42910 -8.56369
H -4.24530 2.38570 -6.79375
H -4.01071 3.82800 -4.78808
H -2.05230 5.33602 -4.56632
H -0.31873 5.38750 -6.34139
H -0.53980 3.92515 -8.33418
```

Properties
Net charge: +1
E_tot, eV: -68077.1576
Frontier orbital gap, eV: 8.125

Atom charges from the Mulliken analysis, given in e for atoms 1 to 2: -0.5713 -0.3432

---

# 2
# C39H68AsF6N5O4PPbSbSi3

C39H68AsF6N5O4PPbSbSi3 as an isolated structure (ωB97M-V with the def2-TZVPD basis set, the OMol25 dataset).

Structure (XYZ):
```
129
C39H68AsF6N5O4PPbSbSi3, DFT ωB97M-V with the def2-TZVPD basis set
Pb -0.10917 0.70676 -0.69513
C -1.71368 -2.88675 -2.24501
Sb 0.33411 -3.51704 -2.13342
C 1.35725 -1.81820 -2.87074
C 2.74748 -1.64538 -2.50098
C 3.39545 -2.39311 -1.50056
C 4.71523 -2.13970 -1.18925
C 5.39615 -1.15747 -1.88483
C 4.70934 -0.46923 -2.87982
N 3.44406 -0.70190 -3.19176
Si 0.96667 -1.18481 -4.62843
C 1.13766 0.63505 -4.98183
C 2.06043 -2.19940 -5.76818
C -0.77796 -1.59856 -5.17436
C 0.51234 -3.76614 0.14442
C 1.52841 -2.83747 0.78652
C 2.69743 -3.29132 1.40882
C 3.54035 -2.40005 2.05382
C 3.20233 -1.05974 2.10107
C 2.02007 -0.68476 1.48942
N 1.21319 -1.52874 0.83845
Si 0.95298 -5.60880 0.10770
C 1.00743 -6.39845 1.81134
C 2.59394 -5.96694 -0.73371
C -0.32068 -6.57509 -0.89791
Si -1.08242 -3.44297 1.14642
C -0.51478 -3.36043 2.93320
C -2.10413 -1.90671 0.86769
C -2.31142 -4.86046 1.03393
H -2.07029 -3.11417 -3.24681
H -1.83049 -1.81885 -2.05340
H -2.29723 -3.46761 -1.53060
H 2.85905 -3.17064 -0.97731
H 5.20620 -2.69611 -0.39954
H 6.42087 -0.90662 -1.65080
H 5.20696 0.31195 -3.44621
H 2.15851 0.98603 -4.82424
H 0.46982 1.21321 -4.33937
H 0.83873 0.82247 -6.02150
H 3.12308 -1.99816 -5.59429
H 1.83009 -1.97027 -6.81744
H 1.88330 -3.27057 -5.60735
H -1.54088 -1.10030 -4.56347
H -0.97804 -2.67555 -5.18592
H -0.88686 -1.23273 -6.20294
H 2.95384 -4.34132 1.38951
H 4.44792 -2.75867 2.52632
H 3.82543 -0.31776 2.58190
H 1.70231 0.35758 1.52325
H 1.65067 -5.86013 2.51523
H 1.38674 -7.42373 1.72213
H 0.00592 -6.44667 2.25357
H 3.47320 -5.58646 -0.20222
H 2.60985 -5.54725 -1.74446
H 2.70181 -7.05452 -0.82244
H -1.16710 -5.95995 -1.21708
H -0.72381 -7.41239 -0.31444
H 0.14758 -6.97892 -1.80021
H 0.05623 -2.44017 3.11270
H 0.12274 -4.21022 3.20497
H -1.38313 -3.35252 3.60537
H -1.49791 -1.01197 0.70531
H -2.68420 -1.73263 1.78207
H -2.80588 -1.99537 0.03584
H -1.88375 -5.84054 1.26826
H -2.78431 -4.92753 0.04733
H -3.10577 -4.65462 1.76340
O -3.38529 4.64397 -4.31853
C -2.27995 5.23355 -3.91542
O -2.04852 6.40330 -4.13216
C -1.29415 4.40554 -3.16121
C -0.08438 4.90862 -2.73558
N 0.53833 3.93588 -2.05753
N -0.19622 2.82224 -2.01208
C -1.31769 3.07737 -2.66757
C -2.33917 1.96431 -2.77676
O -3.32314 2.16752 -3.51249
O -2.11237 0.90699 -2.11219
H -3.40346 3.66840 -4.05142
H 0.34657 5.88714 -2.88607
H 1.44047 3.96489 -1.58413
C -3.82707 4.29399 2.38131
C -2.85280 3.66172 1.38391
C -3.63795 2.84540 0.33980
C -2.13123 4.78062 0.60881
P -1.50711 2.54929 2.11622
N -0.79697 1.70045 1.04215
C -0.25708 3.63791 3.02038
C 0.62358 2.69935 3.86400
C -0.84462 4.72669 3.92298
C 0.66933 4.27182 1.96988
C -2.32012 1.40632 3.39575
C -2.74772 2.04636 4.71893
C -3.55466 0.78702 2.71756
C -1.34688 0.24047 3.68213
H -4.47908 4.98818 1.83736
H -3.31949 4.86278 3.16266
H -4.47027 3.55275 2.85845
H -4.08043 3.52472 -0.39760
H -4.45109 2.26783 0.77939
H -2.98360 2.15228 -0.18591
H -2.84812 5.27140 -0.05735
H -1.32084 4.37813 -0.00624
H -1.72180 5.54506 1.27057
H 0.12185 2.36932 4.77513
H 1.53012 3.23744 4.15846
H 0.93018 1.82155 3.28895
H -1.57691 4.34094 4.63313
H -1.31176 5.52625 3.34647
H -0.02915 5.17737 4.50060
H 0.90774 3.55866 1.18619
H 1.61206 4.56320 2.44005
H 0.24307 5.16090 1.50888
H -3.40705 2.90542 4.58045
H -1.89164 2.36209 5.31711
H -3.29607 1.29966 5.30620
H -4.38912 1.48723 2.66494
H -3.88862 -0.07506 3.30546
H -3.32504 0.44053 1.70665
H -0.63658 0.47805 4.47400
H -0.78491 -0.03024 2.78352
H -1.91805 -0.63796 4.00676
F 2.46259 1.81922 -0.65858
As 3.85292 2.78495 -0.19109
F 4.27712 2.91383 -1.85678
F 4.80363 1.36036 -0.02461
F 5.16438 3.78652 0.26265
F 3.35127 2.63262 1.45340
F 2.82361 4.17843 -0.39190
```

Properties
Net charge: -1
⟨S²⟩: 0.78
Relative energy (zero: lowest compared OMol25 entry of this formula, charge and spin), kcal per mole: 10.9
E_tot, eV: -179048.6347
Spin multiplicity: 2
Frontier orbital gap (alpha / beta), eV: 7.352 / 6.855

Atom charges from the Mulliken analysis, given in e for atoms 1 to 2: 1.6677 -0.8535

---

# 3
# C39H68BN6O

A 5-piece molecular cluster, C39H68BN6O overall in a non-equilibrium geometry (ωB97M-V with the def2-TZVPD basis set, the OMol25 dataset).

Structure (XYZ):
```
115
C39H68BN6O, DFT ωB97M-V with the def2-TZVPD basis set
B 0.98254 -0.30244 0.99898
H 0.96003 0.41045 0.08865
H 1.56499 -1.28393 0.78070
H 1.56247 0.24440 1.83570
H -0.12565 -0.53132 1.25489
C 4.81820 4.94905 -4.42080
C 4.00094 5.26006 -3.17991
C 3.69376 3.99572 -2.35046
C 4.85184 3.32474 -1.64508
N 4.53301 1.99366 -0.94145
C 5.82242 1.52463 -0.32308
C 6.52491 0.63934 -1.34524
C 5.32111 -0.06827 -1.99886
C 4.19849 0.94969 -2.03320
C 3.39460 2.12869 0.03602
C 3.66359 3.13170 1.18789
C 2.39380 3.45518 1.94880
H 4.30748 4.17955 -5.00717
H 5.80130 4.56228 -4.14729
H 4.94212 5.81031 -5.07303
H 3.04322 5.68615 -3.48696
H 4.44829 6.05316 -2.57641
H 3.21687 3.33405 -3.08372
H 2.94075 4.26362 -1.60231
H 5.23313 4.02498 -0.90508
H 5.64281 3.05328 -2.34304
H 5.55819 1.03457 0.61659
H 6.42729 2.35758 0.03694
H 7.06884 -0.15529 -0.84023
H 7.13512 1.15964 -2.07624
H 5.09295 -1.03407 -1.55456
H 5.59783 -0.27439 -3.03517
H 3.20898 0.54780 -1.81648
H 4.13157 1.48952 -2.97390
H 3.18922 1.13521 0.43656
H 2.48481 2.31565 -0.53714
H 4.15659 4.02132 0.79862
H 4.42955 2.63804 1.79060
H 1.63634 3.66926 1.18260
H 2.44060 4.34785 2.56818
H 1.95490 2.64563 2.53354
C 3.44746 -0.61062 3.99261
C 3.01319 -2.07449 3.93361
C 3.10673 -2.83181 5.22476
O 2.30762 -2.21443 6.21764
C 1.97423 -3.13379 7.28098
N 1.58371 -2.16229 3.38532
H 0.83999 -1.79267 3.97532
H 1.50052 -1.64868 2.47120
H 1.38965 -3.10993 3.05885
H 2.81974 -0.02232 4.66600
H 3.42807 -0.12037 3.02230
H 4.43902 -0.57307 4.44263
H 3.65539 -2.53294 3.18067
H 4.15221 -2.76275 5.54312
H 2.79234 -3.87839 5.16070
H 2.85339 -3.71380 7.55308
H 1.09152 -3.68706 6.95619
H 1.66357 -2.56372 8.15376
C -2.89178 -6.59609 1.31955
N -2.71940 -5.26430 0.69838
C -1.80267 -4.39793 1.19745
C -1.40303 -3.29065 0.46890
C -2.02867 -2.99266 -0.74377
C -2.92468 -3.91248 -1.24401
C -3.20309 -5.07683 -0.54504
C -1.69914 -1.79207 -1.58677
C -2.69456 -1.07092 -2.27006
C -2.38916 0.09602 -2.93312
N -1.14247 0.62469 -2.84937
C -0.14650 -0.08925 -2.30719
C -0.38098 -1.30418 -1.68013
C -0.79105 1.77361 -3.73207
H -3.95534 -6.82131 1.27087
H -2.66683 -6.51511 2.38173
H -2.22547 -7.30723 0.83930
H -1.48094 -4.48466 2.22506
H -0.66578 -2.61641 0.88713
H -3.34135 -3.84989 -2.24112
H -3.86152 -5.81899 -0.97625
H -3.72346 -1.39028 -2.37693
H -3.05016 0.65788 -3.57673
H 0.82430 0.37325 -2.20984
H 0.47857 -1.81526 -1.27351
H -0.00102 2.36394 -3.27668
H -1.67906 2.39511 -3.82277
H -0.51319 1.37657 -4.70553
C -1.78460 2.25460 2.05454
N -2.76982 1.64308 1.12914
C -3.59363 2.44342 0.42764
C -4.64858 1.90768 -0.30655
C -4.92038 0.53976 -0.18013
C -4.04617 -0.24572 0.58985
C -2.94452 0.31456 1.19950
C -6.09444 -0.01114 -0.94027
C -6.49285 0.53554 -2.15985
C -7.62503 -0.00783 -2.76999
N -8.39732 -0.88208 -2.12970
C -8.02907 -1.42129 -0.93630
C -6.84171 -1.02352 -0.35476
C -9.59147 -1.46915 -2.81901
H -2.22381 2.79366 2.88984
H -1.25356 2.99111 1.44563
H -1.03003 1.51502 2.30634
H -3.36833 3.50097 0.44902
H -5.33438 2.55475 -0.83451
H -4.23162 -1.31056 0.62856
H -2.28734 -0.24277 1.84417
H -5.95646 1.28841 -2.71834
H -7.98483 0.36362 -3.72043
H -8.70531 -2.21424 -0.64702
H -6.52678 -1.50116 0.56173
H -10.44374 -1.08907 -2.26064
H -9.51887 -2.55458 -2.83628
H -9.58508 -1.18154 -3.86686
```

Properties
Net charge: +5
E_tot, eV: -53158.9175
Frontier orbital gap, eV: 5.648

Atom charges from the Mulliken analysis, given in e for atoms 1 to 2: 2.3779 -0.7387

---

# 4
# C39H69AlBrCl26

C39H69AlBrCl26 as an isolated structure in a non-equilibrium geometry (ωB97M-V with the def2-TZVPD basis set, the OMol25 dataset).

Structure (XYZ):
```
136
C39H69AlBrCl26, DFT ωB97M-V with the def2-TZVPD basis set
C 4.33582 -0.49101 0.91128
C 4.30303 -1.24210 -0.44593
Cl 5.90550 -1.48887 -1.30016
C 3.19897 -1.75251 -1.04708
Cl 3.36714 -2.61082 -2.63781
Al 1.33523 -1.61228 -0.19273
C 1.09142 0.21639 0.73624
C -0.11923 -1.62864 -1.67532
C -1.42365 -1.12408 -0.96448
C -2.09550 -2.01307 -0.02899
C -3.28636 -1.51853 0.66111
C -3.74584 -0.16068 0.39687
C -4.98703 0.42043 1.14265
C -3.07669 0.70845 -0.56981
C -1.87642 0.22638 -1.27616
C 1.00264 -3.01476 1.25941
C 1.27410 -4.49214 0.82321
C 0.36680 -5.01780 -0.35347
Br 0.80403 -5.64379 2.43395
H 4.05389 -1.18354 1.75035
H 5.41382 -0.22191 1.10880
H 3.77179 0.47090 0.92200
H 1.50688 1.06759 0.13527
H -0.00382 0.38768 0.95180
H 1.58525 0.15455 1.75910
H -0.25104 -2.63665 -2.14560
H 0.18672 -0.93501 -2.51368
H -1.77136 -3.04769 0.21633
H -3.79318 -2.20408 1.38544
H -5.68936 0.89588 0.39693
H -4.72687 1.17082 1.93432
H -5.45679 -0.44591 1.69090
H -3.40582 1.74647 -0.80244
H -1.33205 0.85565 -2.01772
H 1.74314 -2.78392 2.08615
H -0.01025 -2.92964 1.73191
H 2.34778 -4.71687 0.62098
H 0.98641 -5.38714 -1.21711
H -0.40143 -4.29405 -0.71079
H -0.20136 -5.91983 0.00089
Cl 2.31251 -6.56636 -3.87757
C 3.58877 -6.24276 -5.07810
C 3.42476 -4.89191 -5.73647
Cl 1.99775 -4.83493 -6.80428
H 3.57471 -7.04975 -5.81039
H 4.54035 -6.27936 -4.54673
H 4.29334 -4.67548 -6.35874
H 3.32663 -4.09515 -5.00030
Cl 0.20484 3.35720 4.44464
C 0.89858 2.24851 5.65774
C 1.60009 1.07048 5.01928
Cl 0.45915 -0.04187 4.22946
H 0.09472 1.92598 6.31847
H 1.61171 2.82875 6.24490
H 2.12472 0.49515 5.78333
H 2.32548 1.38955 4.27639
Cl 4.38417 2.47232 4.84723
C 6.05325 2.96008 4.45150
C 6.60252 2.19974 3.26526
Cl 6.88322 0.48043 3.64386
H 6.66719 2.81502 5.34014
H 6.02552 4.02690 4.22717
H 7.56455 2.61898 2.97068
H 5.93248 2.25207 2.40779
Cl -4.11327 3.90960 1.00120
C -3.10275 5.12442 1.82208
C -3.06486 4.91450 3.31824
Cl -4.63636 5.26999 4.08153
H -3.48659 6.11161 1.56569
H -2.09683 5.03108 1.41115
H -2.33421 5.58785 3.76755
H -2.78850 3.89238 3.57454
Cl -2.66254 -7.48954 0.75846
C -2.75487 -8.28513 -0.83314
C -1.56840 -9.18629 -1.08828
Cl -0.06280 -8.26277 -1.31097
H -2.84015 -7.51080 -1.59306
H -3.67364 -8.87324 -0.84065
H -1.72826 -9.75589 -2.00467
H -1.41586 -9.89064 -0.27097
Cl -8.63155 -0.20392 0.46748
C -8.87027 0.23539 -1.24320
C -7.92713 -0.51008 -2.16126
Cl -6.23767 0.01416 -1.96335
H -8.74866 1.31418 -1.33460
H -9.90240 -0.01453 -1.49224
H -8.19720 -0.31805 -3.20064
H -7.96833 -1.58552 -1.99141
Cl 4.15281 -1.02762 -5.21983
C 4.03292 -0.21851 -6.80008
C 3.42261 -1.11774 -7.85061
Cl 4.50292 -2.46573 -8.28324
H 5.03072 0.11395 -7.08610
H 3.40640 0.66350 -6.66067
H 3.24085 -0.55041 -8.76434
H 2.47492 -1.54003 -7.51732
Cl -7.61969 2.78225 6.09599
C -7.67014 2.35396 4.36730
C -7.32236 0.90250 4.13116
Cl -5.60684 0.57057 4.46686
H -6.99207 3.01862 3.83530
H -8.68475 2.55401 4.02152
H -7.49527 0.64624 3.08439
H -7.92510 0.23748 4.74899
Cl 6.15043 5.38520 1.95413
C 7.81894 5.87281 1.55744
C 8.37010 5.11255 0.36943
Cl 8.65035 3.39218 0.74716
H 8.43265 5.72830 2.44625
H 7.79015 6.93767 1.33381
H 9.32862 5.52846 0.07595
H 7.69944 5.16497 -0.48790
Cl -4.99385 -6.70582 -3.12571
C -5.05972 -7.13384 -4.85189
C -4.69191 -8.58064 -5.09154
Cl -2.96682 -8.89535 -4.77552
H -4.39973 -6.45669 -5.39292
H -6.08211 -6.95257 -5.18539
H -4.87455 -8.83989 -6.13502
H -5.27796 -9.25212 -4.46518
Cl -8.19047 6.37161 5.36176
C -8.28353 7.22934 3.80152
C -8.89634 6.38577 2.70566
Cl -7.84696 5.03569 2.21615
H -7.27700 7.55590 3.54136
H -8.89907 8.11473 3.96556
H -9.05432 6.99917 1.81775
H -9.85660 5.96980 3.00880
Cl 9.73075 7.91678 0.01829
C 11.39979 8.39990 -0.37823
C 11.94373 7.63396 -1.56199
Cl 12.21495 5.91584 -1.17861
H 12.01313 8.25511 0.51015
H 11.37636 9.46595 -0.60623
H 12.90774 8.04865 -1.85808
H 11.27172 7.68736 -2.41760
```

Properties
Net charge: -1
E_tot, eV: -443788.8277
Frontier orbital gap, eV: 5.803

Atom charges from the Mulliken analysis, given in e for atoms 1 to 2: -0.6028 0.5828